[1]
This record from the Open Molecules 2025 dataset describes a cluster of 4 separate species, C2H15N2O3 in total in a non-equilibrium geometry. The level of theory is ωB97M-V with the def2-TZVPD basis set.

```
22
Properties=species:S:1:pos:R:3:nbo_charge:R:1
N 0.655 -0.196 0.753 -0.704
C -0.337 -1.259 1.004 -0.245
C -1.677 -1.116 0.233 -0.289
N -1.343 -0.687 -1.147 -0.257
H 1.621 -0.454 0.616 0.485
H 0.393 0.179 -0.204 0.442
H 0.465 0.685 1.329 0.502
H 0.097 -2.199 0.774 0.268
H -0.678 -1.358 2.055 0.284
H -2.362 -1.891 0.316 0.311
H -2.262 -0.245 0.566 0.240
H -1.438 -1.380 -1.857 0.425
H -2.050 0.171 -1.405 0.468
H 1.107 -1.925 -2.427 0.459
H 2.610 -1.770 -2.190 0.501
O 1.850 -2.114 -1.708 -0.932
H -0.873 2.585 2.118 0.474
H 0.229 3.250 1.382 0.483
O 0.158 2.683 2.123 -0.928
H 0.921 2.227 -1.469 0.495
H 1.864 2.658 -0.352 0.518
O 1.050 2.153 -0.512 -0.999
```

Results
- net charge = +2
- relative energy (zero: lowest compared OMol25 entry of this formula, charge and spin) (kJ/mol) = 205.9
- orbital gap (alpha / beta) (eV) = 10.605 / 4.546
- LUMO level (alpha / beta) (eV) = -7.9 / -14.0
- 2S+1 = 2
- maximum force (eV/Å) = 5.80



[2]
This record from the Open Molecules 2025 dataset describes a cluster of 5 separate species, C2H15NO4 in total in a non-equilibrium geometry. The level of theory is ωB97M-V with the def2-TZVPD basis set.

```
22
Properties=species:S:1:pos:R:3:nbo_charge:R:1
C 1.245 1.002 1.755 -0.679
C 1.441 1.651 0.397 -0.309
N 0.505 0.956 -0.427 -0.874
H 1.534 1.583 2.626 0.192
H 0.107 0.778 1.852 0.215
H 1.799 0.080 1.788 0.198
H 1.089 2.672 0.482 0.150
H 2.397 1.670 0.023 0.171
H 0.773 1.137 -1.471 0.351
H 0.567 -0.018 -0.236 0.362
H 2.933 3.557 -2.872 0.433
H 1.746 3.626 -1.967 0.454
O 2.305 3.001 -2.441 -1.019
H -3.052 -2.894 -0.338 0.493
H -2.953 -3.802 -1.685 0.405
O -2.560 -3.672 -0.819 -1.189
H -1.103 -3.073 0.135 0.494
H 0.116 -2.942 1.093 0.397
O -0.638 -2.400 0.732 -1.155
H -3.068 -0.617 -0.128 0.438
H -2.103 -1.093 0.902 0.501
O -3.080 -1.201 0.603 -1.029
```

Results
- net charge = -1
- relative energy (zero: lowest compared OMol25 entry of this formula, charge and spin) (kJ/mol) = 92.1
- orbital gap (alpha / beta) (eV) = 1.790 / 9.373
- LUMO level (alpha / beta) (eV) = 3.0 / 3.4
- 2S+1 = 2
- maximum force (eV/Å) = 4.15